Entry 1:
The following is a quantum chemistry calculation of an isolated molecule of C21H31N3O4S, from the Open Molecules 2025 dataset.

Last column: Löwdin charge in e.
Positions of all 60 atoms, in Å:
C -7.786415 -2.451501 0.032164  0.0134
C -6.418999 -2.150187 -0.539652  -0.4607
O -6.174093 -2.280544 -1.718564  0.0764
N -5.465945 -1.757530 0.361634  0.0435
C -4.114311 -1.583622 0.065708  -0.1279
C -3.494063 -1.519561 -1.173598  0.0353
C -2.119438 -1.334896 -1.203524  -0.0350
C -1.402874 -1.223004 -0.028535  -0.2853
S 0.346019 -0.923670 -0.118534  0.6670
O 0.902367 -1.031735 1.211392  -0.3093
O 0.957241 -1.708582 -1.148148  -0.2823
N 0.360595 0.647946 -0.678958  -0.1199
C 0.025007 1.712657 0.240998  -0.2084
C 1.057258 1.938840 1.358842  -0.0866
C 2.451189 1.957633 0.730428  -0.5075
O 2.854274 2.939432 0.133624  0.0430
N 3.115912 0.800781 0.897040  0.1121
C 4.383539 0.395287 0.287623  -0.2788
C 4.156128 -0.107942 -1.147352  -0.1366
C 4.147250 0.981673 -2.222012  -0.1897
C 5.541135 1.247069 -2.789977  -0.2096
C 6.470087 2.001139 -1.842330  -0.2079
C 6.653798 1.346299 -0.473096  -0.1929
C 5.428709 1.508056 0.427767  -0.1492
C -2.013277 -1.297320 1.214369  0.0005
C -3.376028 -1.479689 1.251776  -0.1402
C -4.295537 -1.630134 2.425863  -0.0609
C -5.685732 -1.472361 1.783345  -0.2990
C -6.191111 -0.038101 1.951568  -0.0286
H -7.726886 -3.289542 0.724010  0.0884
H -8.206950 -1.595322 0.551135  0.0730
H -8.439851 -2.724190 -0.792082  0.0888
H -4.066978 -1.617006 -2.079750  0.1073
H -1.585953 -1.279896 -2.138108  0.1203
H 1.184591 0.833533 -1.231492  0.1017
H -0.947880 1.459012 0.671154  0.1155
H -0.077718 2.627002 -0.348654  0.1289
H 0.866092 2.906898 1.822446  0.1229
H 0.982848 1.151439 2.106165  0.0989
H 2.571740 0.031460 1.269474  0.0977
H 4.714232 -0.467562 0.880077  0.1481
H 4.933946 -0.834403 -1.390566  0.1131
H 3.208099 -0.654055 -1.156692  0.0851
H 3.504743 0.652515 -3.043271  0.1094
H 3.731419 1.905698 -1.820729  0.1000
H 5.998873 0.292363 -3.063516  0.1100
H 5.443146 1.834901 -3.706328  0.1063
H 7.447469 2.091746 -2.324453  0.1054
H 6.082904 3.011335 -1.693260  0.1147
H 7.500838 1.832663 0.016902  0.1065
H 6.908482 0.291523 -0.589061  0.1121
H 5.742185 1.531815 1.474253  0.1162
H 4.958108 2.464598 0.208916  0.0959
H -1.411914 -1.222396 2.106241  0.1225
H -4.119775 -0.882269 3.197413  0.1238
H -4.168512 -2.617695 2.875784  0.1285
H -6.406976 -2.176582 2.202948  0.1378
H -5.443259 0.659342 1.580760  0.0923
H -7.111901 0.126350 1.398568  0.0694
H -6.377848 0.170294 3.001858  0.0845

Cartesian forces, eV/Å:
0.0 0.0 -0.2
-0.3 -0.1 0.1
0.0 0.0 -0.3
0.2 -0.1 0.0
0.6 0.0 0.1
0.0 0.0 -0.2
-0.1 0.0 0.0
0.6 0.1 0.2
-0.1 0.4 -0.4
-0.5 0.0 0.1
-0.2 0.0 -0.2
0.0 -0.9 0.0
-0.2 0.3 0.5
0.1 0.1 -0.2
-0.4 0.0 0.7
-0.1 0.4 -0.4
0.2 -0.4 0.2
0.1 0.1 -0.2
-0.1 0.1 0.1
0.1 -0.2 -0.1
-0.1 0.3 0.1
0.1 -0.3 -0.1
-0.1 0.2 0.0
0.1 -0.2 0.1
-0.1 0.0 0.0
-0.1 0.1 -0.2
0.0 -0.2 0.0
-0.3 0.4 0.4
0.0 -0.3 0.0
0.0 0.0 0.1
0.0 0.0 0.1
0.0 0.0 0.0
0.0 0.0 0.0
0.0 0.0 -0.2
0.2 -0.2 -0.2
0.0 0.2 0.0
-0.1 -0.1 0.0
0.1 0.0 0.0
0.0 0.1 0.0
0.0 0.2 0.0
0.0 0.1 -0.1
0.0 -0.1 0.0
0.1 -0.1 0.0
0.0 0.0 0.0
-0.1 0.1 0.0
0.0 0.0 -0.1
0.0 -0.1 -0.1
0.0 0.1 0.0
0.0 0.1 0.0
0.0 -0.1 0.0
0.1 -0.1 0.0
-0.1 0.0 0.0
0.1 0.0 0.1
0.0 0.0 0.2
-0.1 0.0 0.0
0.0 0.0 0.0
0.1 0.0 -0.1
0.1 0.1 0.0
-0.1 0.0 0.0
0.0 0.1 0.1

Calculated values
Lowest unoccupied orbital energy, eV: 0.432
Energy above the lowest of the compared OMol25 structures with the same formula, charge and spin, eV: 0.3427
Frontier orbital gap, hartree: 0.3412
SMILES: CC(=O)N1c2ccc(S(=O)(=O)NCCC(=O)NC3CCCCCC3)cc2C[C@H]1C
Net charge: 0

---

Entry 2:
The following is a quantum chemistry calculation of a cluster of 2 separate species, C4H4O3 in total, from the Open Molecules 2025 dataset.

Last column: Löwdin charge in e.
Positions of all 11 atoms, in Å:
O -0.262212 2.836115 -0.343942  0.1637
C 0.344047 1.845716 -0.165766  -0.0951
C 0.807173 0.648744 0.081151  -0.2721
C 1.454038 -0.549890 -0.384381  -0.0557
O 1.757667 0.041281 0.892632  0.0229
H 2.252363 -0.473406 -1.120071  0.1229
H 0.895660 -1.484431 -0.347728  0.1077
C -1.810141 -0.709743 0.350586  -0.1571
O -1.641788 -1.514530 -0.532266  -0.0178
H -1.437263 -0.878335 1.379037  0.0920
H -2.359544 0.238477 0.190743  0.0887

Cartesian forces, eV/Å:
0.5 -0.8 0.2
-0.4 0.5 0.0
-0.2 0.4 -0.2
0.0 -0.3 -0.3
0.1 0.1 0.2
-0.1 0.0 0.1
0.1 0.2 0.0
0.0 -0.2 -0.2
-0.1 0.3 0.4
0.0 0.0 -0.1
0.0 -0.1 -0.1

Calculated values
Lowest unoccupied orbital energy, eV: -0.003
Energy above the lowest of the compared OMol25 structures with the same formula, charge and spin, eV: 4.3620
Frontier orbital gap, hartree: 0.3295
SMILES: O=C=C1CO1.C=O
Net charge: 0

---

Entry 3:
The following is a quantum chemistry calculation of an isolated molecule of C9H12N2 in a non-equilibrium geometry, from the Open Molecules 2025 dataset.

Last column: Löwdin charge in e.
Positions of all 23 atoms, in Å:
C 0.855740 -2.701955 0.133318  -0.0648
C 0.298815 -1.353285 0.067724  -0.2574
C -0.988500 -0.910198 0.051365  0.0136
C -1.021631 0.586182 -0.041507  -0.5027
C -1.745999 1.066064 -1.325021  -0.0078
C -1.621105 1.178934 1.193132  -0.0612
C 0.441276 0.890833 -0.046807  -0.3448
N 1.154635 1.972469 -0.073673  0.1311
C 2.527141 1.464466 0.018652  -0.1111
C 2.498803 0.117367 0.013255  -0.0673
N 1.141186 -0.234393 0.044893  0.0152
H 1.145235 -3.167617 -0.871693  0.0943
H 0.027924 -3.498731 0.422371  0.1122
H 1.735325 -3.053922 0.808304  0.1057
H -1.857496 -1.582790 -0.078457  0.1359
H -2.797765 0.816883 -1.137263  0.0906
H -1.233243 0.616007 -2.139597  0.0794
H -1.707875 2.156402 -1.359637  0.0842
H -2.479150 0.479015 1.581416  0.1108
H -1.958632 2.292610 0.946707  0.1229
H -1.128434 1.385783 2.175076  0.0880
H 3.384823 2.119067 -0.249583  0.1022
H 3.328928 -0.639189 -0.132986  0.1313

Cartesian forces, eV/Å:
-0.1 -5.2 -0.1
-1.0 0.3 0.6
1.0 -1.7 -0.7
0.7 0.2 0.0
-0.2 0.5 2.3
-3.4 2.0 2.2
-0.3 1.3 -0.1
2.0 -0.2 0.3
-1.5 1.5 -1.6
0.8 -2.0 0.0
1.8 -0.6 -0.3
-0.2 1.2 0.9
1.3 1.9 -0.3
-1.4 1.6 -0.8
0.6 0.6 0.4
0.1 -0.3 -0.8
-0.2 -0.4 -1.0
0.3 -0.1 -0.2
0.9 1.7 -1.1
0.0 -2.4 0.4
0.9 -0.7 -1.2
-0.9 -0.6 0.7
-1.3 1.1 0.5

Calculated values
Lowest unoccupied orbital energy, eV: 0.792
Energy above the lowest of the compared OMol25 structures with the same formula, charge and spin, eV: 2.6814
Frontier orbital gap, hartree: 0.3397
SMILES: CC1=CC(C)(C)c2nccn21
Net charge: 0

---

Entry 4:
The following is a quantum chemistry calculation of an isolated molecule of C12H25NO4Si in a non-equilibrium geometry, from the Open Molecules 2025 dataset.

Last column: Löwdin charge in e.
Positions of all 43 atoms, in Å:
C 3.125763 -2.556278 -0.301032  -0.1669
Si 2.792312 -0.850131 -1.052505  0.4799
C 1.706183 -0.991091 -2.557047  -0.1748
C 4.391815 -0.148310 -1.685715  -0.1727
C 2.125155 0.219504 0.313265  -0.1605
C 1.081668 1.000688 0.269205  -0.1716
C 0.414683 1.608659 1.439972  -0.1803
N -0.920071 1.040200 1.673264  -0.0986
C -1.100074 -0.456969 2.003547  -0.0379
C -1.340649 -1.315629 0.744101  -0.2963
O -0.162185 -2.019604 0.353885  -0.0612
C -1.855647 -0.488890 -0.455111  -0.2533
O -2.553728 -1.377034 -1.364647  -0.0290
C -2.757440 0.682387 -0.008259  -0.2758
O -3.359461 1.260545 -1.139268  -0.0236
C -2.017314 1.709100 0.930731  -0.2382
C -2.991410 2.393023 1.858120  -0.2320
O -3.926940 3.157979 1.135119  -0.0565
H 2.210600 -2.999288 0.087587  0.0183
H 3.583019 -3.302636 -0.939525  0.0296
H 3.830649 -2.423827 0.523578  0.0313
H 2.277407 -1.312003 -3.448332  0.0417
H 1.259916 0.005864 -2.702239  0.0341
H 0.908097 -1.743825 -2.377432  0.0332
H 4.366917 0.920168 -1.709225  0.0239
H 4.468936 -0.567861 -2.663450  0.0145
H 5.263172 -0.457498 -1.112267  0.0342
H 2.697344 0.126813 1.208381  0.0756
H 0.520173 1.103062 -0.655470  0.0984
H 0.338069 2.687259 1.347533  0.1235
H 0.994052 1.390606 2.337097  0.1205
H -0.189931 -0.806761 2.464627  0.1199
H -1.964890 -0.529049 2.689096  0.1251
H -2.106443 -2.098036 0.940876  0.1611
H 0.574545 -1.362073 0.311249  0.0365
H -0.998570 -0.112837 -1.019116  0.1305
H -1.907428 -1.936725 -1.839308  0.1091
H -3.591517 0.236789 0.607625  0.1698
H -3.585307 0.509971 -1.743027  0.1162
H -1.549785 2.434058 0.236810  0.1611
H -2.417306 3.025982 2.543145  0.1266
H -3.493532 1.639740 2.477797  0.1204
H -4.140843 2.703960 0.276367  0.0939

Cartesian forces, eV/Å:
-0.1 0.4 0.3
0.9 -0.8 -0.3
-0.7 -0.2 0.2
0.1 -0.5 0.9
1.1 -1.1 -0.9
-1.3 0.5 -0.4
-0.4 -0.7 1.0
-0.8 -0.6 0.2
-0.5 2.2 -1.3
-0.2 0.0 -0.1
0.4 0.4 0.0
0.3 -0.5 0.3
0.0 0.5 0.1
-0.6 -1.6 0.8
-0.1 0.0 -0.8
0.8 -1.4 -1.2
0.2 -0.1 0.0
-0.5 -0.2 -1.0
-0.1 0.0 0.2
0.1 0.1 -0.5
-0.1 0.0 0.2
-0.3 0.3 0.4
0.0 -0.4 -0.4
0.3 0.6 -0.2
0.0 0.7 -0.3
0.4 -0.1 -0.9
0.1 0.0 0.1
0.2 0.0 1.0
0.1 0.1 -0.1
-0.2 0.2 0.1
0.3 0.1 0.1
0.2 0.0 0.4
0.5 0.0 -0.2
0.5 0.4 0.0
-0.8 -0.6 0.1
0.0 0.3 0.2
-0.3 0.6 0.5
0.6 0.1 -0.3
0.2 0.8 0.6
-0.3 0.0 0.4
-0.2 0.2 -0.2
0.0 -0.1 0.0
0.3 0.5 1.2

Calculated values
Lowest unoccupied orbital energy, eV: 0.635
Energy above the lowest of the compared OMol25 structures with the same formula, charge and spin, eV: 4.0151
Frontier orbital gap, hartree: 0.3356
SMILES: C[Si](C)(C)/C=C/CN1C[C@H](O)[C@@H](O)[C@H](O)[C@H]1CO
Net charge: 0

---

Entry 5:
The following is a quantum chemistry calculation of a cluster of 10 separate species, C4H29N2O10S in total in a non-equilibrium geometry, from the Open Molecules 2025 dataset.

Last column: Löwdin charge in e.
Positions of all 46 atoms, in Å:
N 1.048643 -2.386888 0.250644  0.1994
C -0.111110 -1.519201 -0.221426  -0.2296
C -0.632304 -0.537664 0.749156  -0.2155
C -2.199937 -0.574479 0.951388  -0.4294
S -2.933179 1.116652 1.559433  0.7016
C 0.312286 -0.791668 -1.511351  -0.4423
N -0.695993 -0.627077 -2.416871  0.2220
O 1.500304 -0.559439 -1.635587  0.0749
H 1.360559 -2.980404 -0.571045  0.1999
H 0.860527 -2.806657 1.163182  0.1142
H 1.858948 -1.698701 0.523639  0.1106
H -0.912044 -2.308618 -0.334087  0.1745
H -0.399316 0.499427 0.425043  0.0946
H -0.188408 -0.616749 1.808265  0.1215
H -2.769432 -0.742857 -0.021609  0.0246
H -2.442554 -1.354215 1.683872  0.0765
H -2.095434 2.027338 0.988683  -0.1562
H -0.509647 -0.290426 -3.380023  0.1602
H -1.599035 -0.417926 -2.120005  0.0386
H 0.290181 -4.761600 2.785385  0.0918
H -0.252897 -3.560414 3.240162  0.0127
O -0.249862 -4.009965 2.439276  -0.0276
H 2.990679 2.032804 -2.552080  0.0280
H 1.883571 0.869558 -2.303124  0.0123
O 2.064413 1.838636 -2.548968  -0.0836
H -3.237299 0.762587 -1.287501  0.0134
H -2.807592 1.679873 -2.365470  0.0012
O -2.597788 1.436738 -1.547523  -0.0367
H 4.295829 2.759603 -0.003564  0.0997
H 2.979784 2.017383 0.271895  -0.0001
O 3.915632 1.844737 0.099485  -0.0658
H -5.180421 -0.931555 -1.693096  0.0152
H -3.670249 -1.290275 -2.137065  0.0823
O -4.326944 -1.064892 -1.428166  -0.0180
H -1.156574 2.509577 -1.369470  0.0355
H 0.160668 2.033800 -2.072185  -0.0452
O -0.200598 2.758004 -1.600363  -0.0736
H 3.644090 -0.088379 0.593515  0.1198
H 2.319493 0.231059 1.386446  0.0457
O 2.868436 -0.561414 1.113401  -0.0996
H 0.542209 3.514243 1.630539  0.0449
H 1.173072 2.772529 0.392070  0.0617
O 1.047585 2.739133 1.402656  -0.0724
H 2.133296 0.345282 3.391281  0.1221
H 0.734113 0.687246 3.023024  -0.0957
O 1.184316 0.005270 3.248153  -0.0080

Cartesian forces, eV/Å:
1.5 2.4 -0.9
-1.0 -2.5 -0.3
-1.0 2.3 3.0
0.0 1.3 -1.4
0.7 -1.3 0.1
-0.7 -1.6 0.1
2.5 0.1 -1.6
-0.4 -0.2 -0.5
-0.4 0.4 1.8
-0.6 -1.1 -0.3
-0.4 -0.5 -0.7
0.6 1.0 -0.6
0.1 -0.5 0.2
-0.4 -0.2 -1.8
1.0 -0.2 1.5
-0.3 0.4 -0.2
-0.1 -0.8 0.0
0.3 -0.1 1.2
-1.5 0.3 0.9
-0.6 0.2 -1.1
-0.6 2.2 2.4
1.3 -2.1 -1.3
0.7 -0.3 0.1
1.3 1.8 -0.5
-1.4 -1.4 0.2
-0.5 0.2 0.3
-1.5 1.8 -5.5
1.2 -1.9 4.9
-0.4 -1.4 0.2
0.2 0.1 -0.1
0.3 1.4 -0.1
-3.3 0.3 -1.8
-1.9 0.1 0.6
5.1 -0.5 0.9
2.1 0.4 -0.5
0.7 -0.8 -0.8
-2.7 0.9 1.8
-2.0 -1.4 1.3
0.7 -1.5 -0.2
1.4 2.6 -1.1
-0.2 0.5 0.0
-0.9 0.3 1.9
0.9 -0.9 -2.2
-2.2 -0.9 -0.1
-4.8 7.5 -2.2
7.1 -6.3 2.7

Calculated values
Lowest unoccupied orbital energy, eV: -2.635
Energy above the lowest of the compared OMol25 structures with the same formula, charge and spin, eV: 4.3065
Frontier orbital gap, hartree: 0.3394
Net charge: +1

---

Entry 6:
The following is a quantum chemistry calculation of an isolated molecule of C3H8N2O2, from the Open Molecules 2025 dataset.

Last column: Löwdin charge in e.
Positions of all 15 atoms, in Å:
N 2.334772 0.988126 -0.219145  0.1457
C 0.966561 0.840243 -0.115192  -0.5877
O 0.271833 1.693138 0.425545  0.0479
N 0.496794 -0.327264 -0.665976  0.0417
C -0.889061 -0.764071 -0.501140  -0.1589
C -1.361826 -0.717826 0.958562  -0.2712
O -1.967869 0.492971 1.315690  -0.0780
H 2.675282 1.715284 0.392798  0.1037
H 2.873950 0.135120 -0.179047  0.0972
H 0.954229 -0.596971 -1.523135  0.1340
H -0.919558 -1.799551 -0.858492  0.1174
H -1.589745 -0.172360 -1.104062  0.1268
H -0.506822 -0.970636 1.609964  0.1220
H -2.119099 -1.494011 1.107879  0.1151
H -1.319986 1.183235 1.090541  0.0442

Cartesian forces, eV/Å:
0.1 0.0 0.1
-0.1 0.1 0.0
0.2 -0.3 0.0
0.0 0.1 0.0
-0.1 0.0 0.0
0.0 -0.4 -0.1
0.0 0.1 0.0
0.0 0.0 -0.2
-0.1 0.1 -0.1
0.1 -0.2 0.2
0.0 0.2 0.1
0.1 0.0 0.0
-0.1 0.1 -0.1
0.1 0.1 -0.1
-0.1 0.0 0.1

Calculated values
Lowest unoccupied orbital energy, eV: 0.719
Energy above the lowest of the compared OMol25 structures with the same formula, charge and spin, eV: 0.3282
Frontier orbital gap, hartree: 0.3876
SMILES: NC(=O)NCCO
Net charge: 0

---

Entry 7:
The following is a quantum chemistry calculation of an isolated molecule of C5H5NO2 in a non-equilibrium geometry, from the Open Molecules 2025 dataset.

Last column: Löwdin charge in e.
Positions of all 13 atoms, in Å:
C -1.661936 -1.146732 -0.179737  -0.0128
C -0.766328 -0.037026 0.484455  -0.3039
C -1.111695 1.410967 0.079683  -0.1661
O -0.279067 2.370032 -0.060890  0.0179
C 0.652260 -0.307251 0.569634  -0.4242
O 1.196688 -0.662107 1.535533  0.1963
C 1.237402 -0.563650 -0.829468  -0.0560
N 1.672967 -1.058653 -1.858029  0.1626
H -2.692905 -0.682045 -0.409288  0.1116
H -1.751112 -2.014291 0.392763  0.0627
H -1.180705 -1.271381 -1.142045  0.0684
H -1.226797 0.132823 1.549388  0.1911
H -2.298432 1.444214 0.070825  0.1524

Cartesian forces, eV/Å:
-0.2 3.7 -1.6
-3.8 2.1 2.0
1.7 2.4 -0.7
-4.0 -4.4 0.6
-0.6 -1.3 -2.9
2.0 -0.2 2.2
3.0 -2.7 -5.3
-2.7 3.1 6.1
1.5 -0.8 0.6
0.0 -1.3 0.8
-0.2 -0.8 -0.3
1.2 -0.7 -1.2
2.0 0.9 -0.3

Calculated values
Lowest unoccupied orbital energy, eV: -0.512
Energy above the lowest of the compared OMol25 structures with the same formula, charge and spin, eV: 3.0526
Frontier orbital gap, hartree: 0.3750
SMILES: C[C@H](C=O)C(=O)C#N
Net charge: 0